Record 1
Formula: C23H23BN7Sm
Source: OMol25
Level of theory: ωB97M-V/def2-TZVPD

Its charge is +2. The value obtained for the HOMO energy (spin up / spin down) is -14.67 / -14.68 eV. As for the expectation value of S²: 8.757. The multiplicity is 6. Its LUMO energy (spin up / spin down) is -7.04 / -7.00 eV.

```
55
Properties=species:S:1:pos:R:3:forces:R:3:lowdin_charge:R:1
Sm 11.5685 11.5519 5.6879 -0.614 -1.610 0.895 1.870
N 11.4681 8.7238 6.6998 -0.141 0.503 -0.983 -0.072
N 9.3089 12.2935 5.0449 1.057 1.336 -1.168 -0.004
N 13.8251 12.1965 5.1747 0.732 2.056 0.095 -0.004
N 11.9142 11.6517 8.0434 0.075 0.118 0.131 -0.141
N 11.3339 10.6110 8.6602 -0.018 -1.685 0.090 -0.134
N 11.5943 13.7960 5.0430 -0.304 0.544 -0.826 -0.025
N 11.6668 9.2044 5.3717 -0.488 0.429 1.549 -0.171
C 14.9384 11.4725 5.3858 0.829 -0.169 0.011 -0.284
C 12.1646 11.8729 10.2961 0.028 -0.918 -1.104 0.004
C 9.1874 13.6581 5.0478 -2.164 -0.210 0.298 -0.192
C 10.4039 14.4452 4.8806 2.245 0.855 1.263 -0.168
C 14.8820 9.9652 5.3384 1.034 0.136 -0.788 -0.016
C 6.8191 13.4180 5.4776 0.435 0.385 -0.383 0.010
C 16.3241 13.4537 5.5290 1.505 -0.360 -0.090 0.009
C 11.5896 16.5501 4.7766 1.495 -1.164 -0.796 0.038
C 16.1978 12.0667 5.6027 0.219 0.509 -0.035 0.023
C 13.9627 13.5986 5.1286 2.159 -2.226 -0.117 -0.199
C 8.3545 10.1013 4.6498 0.995 -0.978 -0.858 -0.019
C 11.9135 8.1546 4.6091 0.477 -0.653 -0.349 -0.163
C 12.8114 14.4120 4.9292 -3.484 1.850 -0.488 -0.207
C 15.2026 14.2049 5.2366 -0.860 0.045 0.401 0.012
C 6.9746 12.0558 5.3126 0.080 1.170 0.376 0.025
C 11.8846 6.9827 5.3382 -0.246 1.094 1.390 -0.012
C 11.5805 7.3899 6.6559 0.819 -0.653 -1.079 -0.053
C 10.4077 15.8506 4.8347 -0.199 -0.947 0.242 0.024
C 12.4497 12.3919 9.0173 0.221 0.717 0.961 -0.129
C 11.4735 10.6715 9.9793 1.016 1.404 0.643 -0.027
C 7.9233 14.2608 5.2234 0.751 -0.701 0.453 0.044
C 8.2362 11.5378 4.9789 -1.971 -0.510 0.958 -0.328
C 12.8097 15.7940 4.6752 -0.477 0.391 0.270 0.056
B 10.6191 9.5388 7.8321 -0.222 -1.681 0.066 -0.393
H 9.1469 10.0213 3.8619 -0.687 -0.202 0.467 0.096
H 14.2755 9.6448 4.5101 -0.553 -0.127 -0.182 0.062
H 13.7504 16.2783 4.4130 -0.429 0.131 0.302 0.122
H 9.7857 10.2028 7.2203 -0.145 -0.284 -0.205 0.055
H 12.1297 6.0119 5.0165 0.043 -0.905 -0.319 0.099
H 10.2724 8.5436 8.5386 -0.114 1.609 -0.526 0.116
H 15.8805 9.5231 5.1042 -0.628 0.576 0.465 0.115
H 11.5827 17.6397 4.7121 0.170 -0.380 0.043 0.138
H 7.4224 9.6346 4.2530 0.695 0.555 0.468 0.119
H 12.2015 8.2532 3.5676 -0.261 0.170 0.113 0.128
H 9.4601 16.3292 4.9264 -0.272 0.585 -0.237 0.108
H 5.8369 13.8196 5.7541 0.537 -0.039 -0.107 0.138
H 11.5518 6.7108 7.5084 -0.340 0.672 -0.037 0.143
H 8.7310 9.5288 5.5118 -0.313 0.037 -0.211 0.071
H 12.4776 12.2033 11.2916 -0.179 -0.046 -0.712 0.118
H 6.1184 11.4674 5.5802 -0.053 -0.716 -0.486 0.132
H 17.3276 13.9610 5.6409 -1.307 -0.743 -0.048 0.156
H 13.0291 13.2525 8.7187 -0.054 0.167 0.291 0.110
H 14.5293 9.5336 6.2545 -0.306 -0.263 0.538 0.084
H 7.8390 15.3395 5.3244 -0.141 -0.310 -0.215 0.117
H 11.1838 9.8798 10.6553 -0.316 0.047 -0.300 0.141
H 17.0824 11.4341 5.7954 -0.715 0.399 -0.142 0.142
H 15.2208 15.2815 5.1904 0.386 -0.011 0.010 0.115
```
Positions in Å, forces in eV/Å.

Record 2
Formula: C19H13Co2O7
Source: OMol25
Level of theory: ωB97M-V/def2-TZVPD

Its charge is -1. The value obtained for the HOMO energy is -3.59 eV. The multiplicity is 1. Its LUMO energy is 1.93 eV.

```
41
Properties=species:S:1:pos:R:3:forces:R:3:lowdin_charge:R:1
Co 3.4147 -3.1031 -1.0152 -0.159 0.692 0.311 0.024
Co 1.2098 -5.0186 -2.3265 -0.307 0.938 -0.724 0.013
O 3.4188 -0.9417 0.9577 0.470 -0.809 -0.815 0.046
O 4.1633 -1.8212 -3.5211 -0.293 -0.503 1.419 0.091
O 5.3287 -5.2454 -0.4867 -0.702 1.571 -0.119 0.071
O 2.9076 -7.3546 -1.9072 -0.996 0.944 -0.169 0.070
O -1.4750 0.5253 1.3799 -0.251 0.204 -0.032 -0.106
O 1.6030 -4.1514 -5.0591 -0.236 -0.427 1.411 0.054
O -1.6525 -5.4005 -1.8765 1.027 -0.081 -0.130 0.067
C 4.6026 -4.3634 -0.6937 0.050 -2.095 -0.174 -0.172
C 2.2125 -6.4408 -2.0727 1.288 -0.868 0.209 -0.178
C 1.5335 -4.1630 -0.7379 1.274 2.783 1.155 -0.214
C 0.1134 -0.7719 2.3803 -2.472 -0.193 -0.897 -0.087
C 0.3932 1.1414 -4.3775 0.105 -0.105 0.120 -0.088
C 0.6837 0.6126 2.4618 0.277 0.223 -0.318 -0.177
C 0.7774 0.6363 -2.0378 -0.016 -0.825 -0.483 -0.024
C 3.9391 -2.3371 -2.5070 0.764 0.306 -2.099 -0.157
C -1.1234 -0.7372 1.7672 3.208 0.354 1.477 -0.123
C 0.7584 -0.7394 -2.3638 0.208 0.693 -0.578 -0.204
C -0.5139 -5.3066 -2.0692 -1.518 0.060 0.153 -0.168
C 1.4455 -3.0116 -1.5423 -2.097 -2.462 0.204 -0.294
C 3.5184 -1.8148 0.1949 -0.549 1.293 1.957 -0.165
C -0.4783 1.4484 1.8985 0.021 0.183 0.144 -0.163
C 0.3723 -0.2256 -4.7006 -0.059 0.120 0.372 -0.072
C 1.4375 -4.5412 -3.9730 0.488 0.290 -2.604 -0.206
C 0.6145 1.5662 -3.0539 -0.231 -0.076 -0.275 -0.092
C 1.0754 -1.6880 -1.3294 1.089 -2.390 0.285 -0.021
C 0.5526 -1.1703 -3.6979 0.170 0.275 0.640 -0.003
H 1.5885 0.7238 1.8391 -0.227 -0.162 0.252 0.092
H 0.2486 1.8820 -5.1698 0.082 -0.219 0.307 0.095
H 0.2242 -0.5819 -5.7207 0.020 0.309 0.204 0.104
H -1.7972 -1.5583 1.5590 -0.024 0.289 -0.146 0.118
H 0.9518 -4.2556 0.1671 0.367 -0.176 0.506 0.059
H 0.9561 0.9204 3.4847 -0.135 -0.156 -0.319 0.109
H 0.5759 -2.2467 -3.8978 -0.058 0.602 0.039 0.084
H 0.6044 -1.6430 2.7665 0.028 -0.277 -0.031 0.092
H 1.0535 -1.3806 -0.2725 -0.082 0.200 -0.470 0.101
H -0.1593 2.1223 1.0934 -0.241 -0.265 0.065 0.110
H -0.9308 2.0615 2.6915 -0.152 -0.221 -0.255 0.115
H 0.6511 2.6239 -2.8059 -0.039 -0.090 -0.194 0.094
H 0.9661 0.9091 -0.9950 -0.091 0.075 -0.397 0.107
```
Positions in Å, forces in eV/Å.

Record 3
Formula: C6H15OP
Source: OMol25
Level of theory: ωB97M-V/def2-TZVPD

The value obtained for the HOMO energy (spin up / spin down) is -7.85 / -8.93 eV. The multiplicity is 1. Its LUMO energy (spin up / spin down) is -0.48 / -0.40 eV.

```
23
Properties=species:S:1:pos:R:3:forces:R:3:lowdin_charge:R:1
P -1.6355 -0.2853 -0.2067 0.712 0.237 1.606 0.877
O -0.2624 -0.0560 0.7529 -3.384 -0.367 1.635 -0.398
C -2.3940 -1.4555 0.9959 0.854 0.604 -0.905 -0.138
C 1.1398 1.1095 -0.5881 3.847 -1.949 -2.054 -0.038
C -2.4652 1.3957 0.0127 -0.087 -3.248 2.108 -0.268
C 1.1671 -1.4362 -0.4558 1.137 -0.339 -1.242 -0.063
C 1.0319 -0.1490 0.3166 -0.468 2.209 -3.869 -0.765
C 1.9451 -0.0412 1.4567 0.337 -1.834 3.452 -0.032
H 0.3569 1.2392 -1.3054 -0.760 -0.194 -0.250 0.027
H 0.3331 -1.7169 -1.1143 0.165 0.722 0.006 0.052
H -3.2657 -2.0585 0.8172 -0.550 0.235 -0.243 -0.018
H 2.4786 0.8822 1.6764 -0.411 0.238 -0.392 0.081
H -1.6201 -2.0279 1.5107 -0.081 0.343 0.066 -0.001
H 1.1533 -2.2010 0.2804 0.422 -1.059 0.668 0.071
H -2.2937 2.1234 -0.7054 0.852 1.384 -0.895 -0.074
H -3.4283 1.0089 -0.1613 -1.909 -0.151 -0.536 -0.003
H 1.2961 2.0135 -0.0458 0.079 0.578 0.513 0.066
H 2.7199 -0.8424 1.4672 -0.491 0.470 -0.143 0.093
H -2.5248 1.6211 1.0779 0.579 0.653 -0.181 0.049
H 2.0937 0.8731 -1.2583 -1.593 1.077 1.208 0.124
H -1.8706 2.2558 -2.5867 0.040 0.030 -0.234 0.125
H 1.2445 -0.2838 2.3497 1.444 0.476 -1.046 0.129
H 2.1072 -1.4688 -1.0691 -0.734 -0.117 0.727 0.105
```
Positions in Å, forces in eV/Å.

Number 1: E_tot -1955.9725 Ha. Number 2: E_tot -4023.9431 Ha. Number 3: E_tot -653.9869 Ha.